# 1
{
  "formula": "C9H25BrClN2O3P2",
  "method": "wB97M-V/def2-TZVPD",
  "gap_ev": 6.01,
  "e_tot_ev": -120003.5683,
  "charge": -1,
  "e_homo_ev": -3.3,
  "species": ["Br", "Cl", "P", "P", "O", "O", "O", "N", "N", "C", "C", "C", "C", "C", "C", "C", "C", "C", "H", "H", "H", "H", "H", "H", "H", "H", "H", "H", "H", "H", "H", "H", "H", "H", "H", "H", "H", "H", "H", "H", "H", "H", "H"],
  "xyz": [[1.86, -1.47, -1.73], [1.12, 0.31, 2.10], [3.09, -1.67, 0.19], [4.13, 0.33, 0.31], [4.28, -2.84, -0.12], [-3.00, -0.13, 2.34], [-3.40, -0.14, -3.15], [-2.16, 1.61, 1.20], [-1.69, -1.58, -3.24], [-0.95, -2.74, -3.71], [-4.55, 1.58, 1.72], [2.62, 0.88, 4.33], [-3.61, -1.94, -4.71], [-3.19, 0.94, 1.78], [-2.91, -1.14, -3.64], [3.94, 0.37, 2.22], [-2.20, 2.88, 0.50], [2.65, 1.03, 2.76], [-0.76, -3.41, -2.87], [2.86, 1.01, 0.08], [4.02, -0.64, 2.68], [1.77, 0.28, 4.66], [-5.27, 0.94, 2.23], [4.59, -3.18, 0.70], [-3.20, 3.30, 0.48], [2.63, 2.10, 2.55], [4.34, 0.29, -1.14], [-1.53, 3.58, 1.00], [4.78, 0.96, 2.60], [-4.54, 2.55, 2.22], [4.87, 1.60, 0.37], [-1.27, -1.01, -2.53], [-3.02, -1.96, -5.63], [5.40, -0.41, 0.51], [-1.50, -3.28, -4.48], [-4.87, 1.70, 0.68], [-1.27, 1.13, 1.27], [0.01, -2.41, -4.12], [-1.85, 2.73, -0.53], [2.61, 1.89, 4.76], [-4.57, -1.47, -4.93], [-3.80, -2.96, -4.37], [3.53, 0.38, 4.65]],
  "nbo_charge": [-0.36, -0.10, 0.62, 0.42, -1.02, -0.63, -0.65, -0.62, -0.61, -0.41, -0.72, -0.62, -0.72, 0.67, 0.67, -0.76, -0.41, -0.17, 0.21, -0.17, 0.19, 0.22, 0.24, 0.48, 0.20, 0.20, -0.16, 0.19, 0.22, 0.22, -0.18, 0.42, 0.22, -0.20, 0.20, 0.23, 0.42, 0.21, 0.21, 0.20, 0.24, 0.22, 0.20]
}


# 2
{
  "formula": "C9H25Cl2IrO2P2",
  "method": "wB97M-V/def2-TZVPD",
  "gap_ev": [7.15, 5.62],
  "s2": 8.77,
  "e_tot_ev": -60259.8615,
  "charge": 3,
  "multiplicity": 6,
  "de_lowest_kj_mol": 51.3,
  "e_homo_ev": [-19.1, -21.2],
  "species": ["Ir", "Cl", "Cl", "P", "P", "O", "O", "C", "C", "C", "C", "C", "C", "C", "C", "C", "H", "H", "H", "H", "H", "H", "H", "H", "H", "H", "H", "H", "H", "H", "H", "H", "H", "H", "H", "H", "H", "H", "H", "H", "H"],
  "xyz": [[-0.03, -0.23, -0.66], [1.13, -0.87, -2.50], [2.27, -0.37, 0.05], [0.74, 2.12, -0.58], [0.01, -2.31, 0.54], [-0.39, 0.32, 1.62], [-2.62, 0.35, -0.27], [0.22, 3.28, 0.76], [1.54, -3.31, 0.80], [-2.63, -0.23, -2.56], [0.70, 0.48, 2.57], [-0.07, 2.85, -2.02], [2.48, 2.64, -0.76], [-0.80, -2.51, 2.18], [-1.89, 0.00, -1.24], [-1.04, -3.28, -0.59], [0.74, 1.51, 2.92], [-1.67, -1.85, 2.23], [-1.13, -3.55, 2.30], [0.06, 3.94, -1.97], [2.06, -3.43, -0.16], [3.06, 2.35, 0.12], [-0.10, -2.26, 2.98], [-0.84, 3.15, 0.99], [2.20, -2.78, 1.50], [0.40, 2.46, -2.92], [0.55, -0.27, 3.36], [2.54, 3.73, -0.87], [1.62, 0.26, 2.06], [-1.87, -2.63, -0.92], [-1.43, -4.16, -0.05], [0.84, 3.17, 1.66], [-0.44, -3.58, -1.46], [-3.71, -0.02, -2.53], [-2.27, 0.50, -3.29], [-1.13, 2.60, -2.00], [-1.11, 0.99, 1.77], [1.30, -4.30, 1.22], [2.91, 2.17, -1.64], [0.37, 4.31, 0.37], [-2.57, -1.24, -2.99]],
  "nbo_charge": [0.65, 0.04, 0.05, 1.18, 1.19, -0.75, -0.14, -0.95, -0.94, -0.73, -0.24, -0.97, -0.95, -0.94, 0.32, -0.96, 0.23, 0.27, 0.30, 0.31, 0.27, 0.27, 0.27, 0.25, 0.27, 0.28, 0.24, 0.31, 0.18, 0.24, 0.31, 0.27, 0.28, 0.31, 0.30, 0.25, 0.54, 0.31, 0.28, 0.30, 0.31]
}


# 3
{
  "formula": "C9H25ClIO2P2Sn",
  "method": "wB97M-V/def2-TZVPD",
  "gap_ev": 3.71,
  "e_tot_ev": -58836.7309,
  "charge": 3,
  "de_lowest_kj_mol": 101.6,
  "e_homo_ev": -17.8,
  "species": ["I", "Sn", "Cl", "P", "P", "O", "O", "C", "C", "C", "C", "C", "C", "C", "C", "C", "H", "H", "H", "H", "H", "H", "H", "H", "H", "H", "H", "H", "H", "H", "H", "H", "H", "H", "H", "H", "H", "H", "H", "H", "H"],
  "xyz": [[3.89, -0.11, -2.84], [0.60, -0.31, -0.17], [0.66, 1.66, -1.76], [1.35, 1.40, 1.61], [-1.22, -1.21, -1.82], [-1.76, 0.39, 0.99], [5.62, -2.43, -2.37], [-2.45, 1.57, 0.56], [0.70, 3.09, 1.54], [5.58, -1.46, -3.08], [-2.14, -2.64, -1.23], [-2.39, -0.06, -2.59], [-0.05, -1.74, -3.09], [3.08, 1.43, 1.07], [6.57, -1.04, -4.14], [1.26, 0.80, 3.30], [-1.86, 1.98, -0.27], [-0.63, -2.19, -3.91], [3.51, 0.42, 1.13], [-1.46, -3.37, -0.77], [-2.85, -0.58, -3.44], [-2.48, 2.33, 1.34], [-2.65, -3.11, -2.09], [0.21, 0.80, 3.63], [0.55, -0.89, -3.45], [-3.18, 0.25, -1.88], [1.35, 3.71, 2.19], [-2.89, -2.35, -0.48], [-0.34, 3.12, 1.92], [0.72, 3.47, 0.51], [1.85, 1.47, 3.94], [7.00, -0.06, -3.90], [3.15, 1.76, 0.02], [1.65, -0.22, 3.37], [-2.43, -0.34, 1.06], [3.61, 2.12, 1.73], [7.39, -1.78, -4.19], [6.08, -1.00, -5.13], [-1.86, 0.84, -2.94], [-3.47, 1.39, 0.19], [0.65, -2.48, -2.68]],
  "nbo_charge": [0.09, 1.31, -0.51, 1.18, 1.17, -0.78, -0.43, -0.28, -0.97, 0.54, -0.99, -0.96, -0.99, -0.99, -0.74, -0.99, 0.19, 0.31, 0.28, 0.29, 0.32, 0.22, 0.32, 0.29, 0.29, 0.28, 0.32, 0.28, 0.29, 0.30, 0.32, 0.27, 0.29, 0.29, 0.52, 0.31, 0.29, 0.28, 0.30, 0.22, 0.28]
}


# 4
{
  "formula": "C9H25FN10O10S",
  "method": "wB97M-V/def2-TZVPD",
  "gap_ev": 9.59,
  "e_tot_ev": -58671.9022,
  "charge": 0,
  "e_homo_ev": -9.2,
  "species": ["S", "F", "O", "O", "O", "O", "O", "O", "O", "O", "O", "O", "N", "N", "N", "N", "N", "N", "N", "N", "N", "N", "C", "C", "C", "C", "C", "C", "C", "C", "C", "H", "H", "H", "H", "H", "H", "H", "H", "H", "H", "H", "H", "H", "H", "H", "H", "H", "H", "H", "H", "H", "H", "H", "H", "H"],
  "xyz": [[-1.18, -2.06, 0.29], [-0.21, 2.90, 0.41], [0.33, -1.66, 0.60], [-2.55, 2.74, -3.68], [0.07, -1.94, 6.57], [-1.36, -0.98, -0.91], [0.38, -3.87, -3.00], [3.77, -2.25, 5.68], [-2.11, -1.71, 1.33], [2.44, 1.12, -2.06], [-1.96, 3.39, -0.87], [-1.34, -3.42, -0.12], [-0.61, -4.51, -4.94], [-1.89, -4.02, -3.08], [-3.20, 3.66, -5.65], [4.76, -0.21, 5.62], [-4.04, 4.44, -3.65], [2.34, 3.15, -1.07], [2.52, -0.42, 6.16], [-1.27, -1.31, 4.86], [3.77, 2.78, -2.85], [-0.52, -3.48, 5.03], [-0.79, 1.36, -1.36], [-0.75, 0.19, -0.36], [-1.09, 2.64, -0.62], [3.68, -1.05, 5.82], [-0.54, -2.23, 5.55], [2.83, 2.28, -2.00], [0.62, -0.32, 0.11], [-0.64, -4.12, -3.62], [-3.22, 3.56, -4.29], [-4.60, 5.12, -4.12], [4.72, 0.78, 5.72], [-1.25, 0.53, 0.54], [-1.01, -3.74, 4.20], [0.02, -4.17, 5.52], [4.14, 2.16, -3.54], [1.41, -0.33, -0.63], [-2.60, 3.02, -6.15], [1.70, -1.00, 6.32], [-1.78, -1.53, 4.01], [4.11, 3.72, -2.82], [5.63, -0.64, 5.36], [0.12, 1.44, -1.96], [2.45, 0.57, 6.27], [-4.07, 4.39, -2.65], [-1.30, -0.38, 5.21], [0.29, -4.60, -5.37], [0.94, 0.24, 0.99], [-1.43, -4.72, -5.47], [-3.74, 4.32, -6.17], [-2.73, -4.21, -3.59], [-1.62, 1.19, -2.04], [1.65, 2.80, -0.44], [-1.95, -3.73, -2.12], [2.64, 4.11, -0.99]],
  "nbo_charge": [2.54, -0.38, -0.67, -0.68, -0.70, -0.66, -0.66, -0.66, -0.95, -0.69, -0.49, -0.89, -0.86, -0.86, -0.85, -0.86, -0.85, -0.85, -0.87, -0.85, -0.84, -0.84, -0.57, 0.05, 0.88, 0.77, 0.78, 0.78, -0.10, 0.77, 0.78, 0.39, 0.38, 0.20, 0.39, 0.41, 0.41, 0.25, 0.41, 0.44, 0.41, 0.39, 0.40, 0.28, 0.37, 0.42, 0.40, 0.40, 0.20, 0.38, 0.39, 0.38, 0.30, 0.41, 0.42, 0.39]
}


# 5
{
  "formula": "C9H25NSi2",
  "method": "wB97M-V/def2-TZVPD",
  "gap_ev": 8.36,
  "e_tot_ev": -26983.2653,
  "charge": 0,
  "de_lowest_kj_mol": 138.6,
  "e_homo_ev": -7.5,
  "smiles": "CN(C[Si](C)(C)C)C[Si](C)(C)C",
  "species": ["Si", "Si", "N", "C", "C", "C", "C", "C", "C", "C", "C", "C", "H", "H", "H", "H", "H", "H", "H", "H", "H", "H", "H", "H", "H", "H", "H", "H", "H", "H", "H", "H", "H", "H", "H", "H", "H"],
  "xyz": [[-0.39, 0.05, 2.62], [0.84, -0.35, -2.54], [0.21, 0.93, 0.02], [0.21, -0.38, 0.87], [1.95, -1.89, -2.29], [0.20, 1.79, 3.07], [0.24, -1.26, 3.98], [-2.29, -0.15, 2.55], [-1.18, 1.54, -0.16], [1.07, 0.49, -4.24], [-0.89, -0.91, -2.59], [1.10, 1.01, -1.20], [2.52, -2.15, -3.16], [0.85, 1.71, 3.97], [-1.29, -1.11, -3.57], [-1.06, 2.60, -0.19], [0.09, -0.83, 4.94], [1.09, 1.94, -1.65], [1.35, -2.73, -2.02], [-0.48, -1.12, 0.50], [-0.81, 2.10, 3.48], [-1.56, -0.11, -2.27], [2.18, 0.60, -4.50], [-2.65, -1.07, 3.10], [-2.64, -0.27, 1.51], [2.11, 0.80, -0.83], [-1.61, 1.20, -1.16], [-1.20, -1.75, -2.01], [2.58, -1.82, -1.36], [0.61, 1.51, -4.42], [1.28, -1.55, 3.92], [0.62, 2.19, 2.16], [1.19, -0.79, 0.95], [-0.37, -2.15, 3.87], [0.69, -0.20, -4.95], [-2.64, 0.76, 2.98], [-1.94, 1.37, 0.60]],
  "nbo_charge": [1.59, 1.58, -0.48, -0.67, -1.10, -1.13, -1.06, -1.11, -0.43, -1.10, -1.14, -0.62, 0.24, 0.24, 0.24, 0.20, 0.22, 0.22, 0.24, 0.19, 0.23, 0.23, 0.23, 0.24, 0.23, 0.21, 0.17, 0.24, 0.24, 0.24, 0.23, 0.27, 0.22, 0.22, 0.23, 0.23, 0.21]
}


# 6
{
  "formula": "C9H26AgBrNO5",
  "method": "wB97M-V/def2-TZVPD",
  "gap_ev": [7.35, 5.80],
  "s2": 0.76,
  "e_tot_ev": -95521.3215,
  "charge": 0,
  "multiplicity": 2,
  "e_homo_ev": [-7.1, -7.0],
  "species": ["Ag", "Br", "O", "O", "O", "O", "O", "N", "C", "C", "C", "C", "C", "C", "C", "C", "C", "H", "H", "H", "H", "H", "H", "H", "H", "H", "H", "H", "H", "H", "H", "H", "H", "H", "H", "H", "H", "H", "H", "H", "H", "H", "H"],
  "xyz": [[-1.40, -2.35, 1.03], [-2.89, -3.39, 3.23], [-3.41, -1.98, -0.04], [-1.26, -0.29, 2.07], [0.55, -3.15, 2.06], [-1.51, -4.28, -0.07], [0.09, -1.26, -0.50], [0.34, 0.21, -0.35], [1.68, 0.68, 0.21], [0.30, 1.34, -2.71], [-1.81, 0.67, -1.61], [0.73, 3.09, 0.00], [1.49, 2.08, 0.85], [2.24, -0.19, 1.38], [-0.36, 1.14, -1.31], [-0.53, 2.49, -0.63], [2.86, 0.65, -0.82], [-1.90, -5.05, 0.32], [2.43, 2.62, 0.98], [1.45, -3.29, 1.77], [-3.57, -1.72, -0.95], [-0.37, 1.79, -3.46], [1.06, 1.93, 1.84], [2.94, 0.32, 2.04], [-1.63, 0.16, 2.83], [1.42, -0.51, 2.02], [0.35, 3.81, 0.73], [-0.67, 0.35, 1.67], [-1.18, 2.25, 0.22], [0.54, -3.50, 2.95], [3.76, 1.00, -0.33], [1.15, 2.01, -2.66], [-0.97, 3.24, -1.29], [-2.47, 1.42, -2.05], [2.67, -1.10, 0.97], [3.06, -0.37, -1.16], [-1.45, -4.47, -1.01], [0.58, 0.36, -3.10], [-4.13, -1.58, 0.45], [-2.27, 0.32, -0.68], [-1.97, -0.17, -2.29], [2.82, 1.19, -1.77], [1.27, 3.51, -0.85]],
  "nbo_charge": [0.95, -0.91, -0.95, -0.95, -0.95, -0.96, -0.40, -0.10, 0.11, -0.63, -0.62, -0.40, -0.42, -0.62, 0.11, -0.40, -0.64, 0.50, 0.23, 0.47, 0.47, 0.22, 0.20, 0.22, 0.49, 0.24, 0.22, 0.48, 0.20, 0.50, 0.22, 0.20, 0.22, 0.22, 0.21, 0.22, 0.48, 0.22, 0.49, 0.23, 0.21, 0.21, 0.20]
}